*w*
ORCA calculation (ωB97M-V with the def2-TZVPD basis set) on a molecular structure, C3H6N2O3.

Properties
E_HOMO = -0.3515 Eh
LUMO = 0.60 eV
gap between HOMO and LUMO = 0.3736 hartree

ORCA input file:
```
! RIJCOSX wB97M-V def2-TZVPD def2/J DEFGRID3
* xyz 0 1
C -0.25805 -0.33290 1.67337
C -1.07521 -0.07471 0.29504
C 0.94948 0.28879 -1.41387
H -1.05274 -0.89736 2.61478
H 0.22333 0.80324 2.30638
H 0.73639 -1.22215 1.38419
H -2.23280 -0.01714 0.48380
H 1.00134 2.22099 -0.91326
H 0.37214 -1.58524 -1.94660
N 0.56258 1.33723 -0.64592
N 0.38897 -1.02903 -1.19153
O -0.69724 1.26188 0.03311
O 2.06138 0.30363 -2.00213
O -0.97957 -1.05722 -0.67737
*
```

Atom charges from the Löwdin analysis, given in e for atoms 1 to 2: number 1, C, carries -0.087; number 2, C, carries -0.464

*x*
ORCA calculation (ωB97M-V with the def2-TZVPD basis set) on a single C3H6N2O3 molecule.

Properties
E_HOMO = -0.3715 Eh
LUMO = 0.13 eV
gap between HOMO and LUMO = 0.3765 hartree

ORCA input file:
```
! RIJCOSX wB97M-V def2-TZVPD def2/J DEFGRID3
* xyz 0 1
C 1.46109 0.07684 0.62318
N 0.25042 0.62091 -0.04793
C -0.50805 -0.22603 -0.93114
C -1.40514 -1.19343 -0.23171
O -1.70437 -2.22564 -0.81312
O -1.91896 -0.89105 0.97529
N 0.18023 1.92057 -0.42443
O 0.89565 2.67322 0.20133
H 1.44685 0.34971 1.69662
H 1.29975 -1.01921 0.64862
H 2.44416 0.28539 0.24388
H -1.08263 0.49121 -1.49321
H 0.04565 -0.79317 -1.63559
H -1.40466 -0.06933 1.18819
*
```

Atom charges from the Löwdin analysis, given in e for atoms 1 to 2: number 1, C, carries -0.014; number 2, N, carries -0.200

*y*
ORCA calculation (ωB97M-V with the def2-TZVPD basis set) on a single C3H6N2O3 molecule.

Properties
E_HOMO = -0.3823 Eh
LUMO = 0.62 eV
gap between HOMO and LUMO = 0.4053 hartree

ORCA input file:
```
! RIJCOSX wB97M-V def2-TZVPD def2/J DEFGRID3
* xyz 0 1
H 1.68471 1.01687 -1.35242
N 2.53145 1.01815 -0.71968
C 2.36821 0.13496 0.18408
N 1.72180 -1.11276 0.12656
O 0.50071 -1.01128 -0.63948
C -0.47579 -0.32033 -0.03197
O -0.35042 0.31696 1.02228
O -1.44993 -0.24738 -0.84559
C -2.52170 0.30225 -0.05952
H 3.06575 0.02700 0.99010
H 1.31768 -1.19648 1.01828
H -2.34911 1.38605 0.13040
H -2.66407 -0.35213 0.96219
H -3.37928 0.03812 -0.78523
*
```

Atom charges from the Löwdin analysis, given in e for atoms 1 to 2: number 1, H, carries 0.073; number 2, N, carries 0.110

*x* (0.0254 hartree below the next structure)

*w*
ORCA calculation (ωB97M-V with the def2-TZVPD basis set) on a single C3H6N2O3 molecule.

Properties
E_HOMO = -0.3025 Eh
LUMO = 0.54 eV
gap between HOMO and LUMO = 0.3222 hartree

ORCA input file:
```
! RIJCOSX wB97M-V def2-TZVPD def2/J DEFGRID3
* xyz 0 1
H -1.09124 -0.57595 -1.25778
N -1.66867 0.20579 -0.94332
C -0.95057 1.08448 -0.35084
N -1.45784 2.22187 0.16283
O 0.45938 1.05481 -0.24521
C 1.06092 -0.19121 -0.11511
O 2.17615 -0.44236 -0.87859
C 0.57912 -1.14504 0.70443
O 1.21628 -2.36084 0.82055
H -2.38473 2.42913 -0.18872
H -0.81564 3.00278 0.16868
H 2.45786 -1.34406 -0.62781
H -0.21834 -0.98497 1.41849
H 0.63733 -2.95442 1.33239
*
```

Atom charges from the Löwdin analysis, given in e for atoms 1 to 2: number 1, H, carries 0.051; number 2, N, carries 0.134

*x*
ORCA calculation (ωB97M-V with the def2-TZVPD basis set) on a molecular structure, C3H6N2O3.

Properties
E_HOMO = -0.2827 Eh
LUMO = 0.80 eV
gap between HOMO and LUMO = 0.3120 hartree

ORCA input file:
```
! RIJCOSX wB97M-V def2-TZVPD def2/J DEFGRID3
* xyz 0 1
N 1.28361 0.09410 -0.71025
C 1.49529 -1.06097 0.44478
C 0.10136 0.26889 0.40403
N -2.28956 0.41483 0.67754
C -1.15785 0.09308 -0.05197
O 1.08607 -0.41209 -1.99351
O 0.37764 1.18220 1.37879
O 1.50056 -2.15972 -0.04475
H 1.22211 -1.37655 -1.84242
H 1.11326 0.82089 1.90095
H 1.87216 0.92496 -0.71993
H -3.13655 0.53664 0.14484
H -2.15741 1.11833 1.38836
H -1.31068 -0.44458 -0.97644
*
```

Atom charges from the Löwdin analysis, given in e for atoms 1 to 2: number 1, N, carries -0.064; number 2, C, carries -0.206

*w* (0.1430 hartree below the next structure)

*w*
ORCA calculation (ωB97M-V with the def2-TZVPD basis set) on 2 unconnected molecules or ions with the total composition C6H14O2.

Properties
E_HOMO = -0.3650 Eh
LUMO = 0.80 eV
gap between HOMO and LUMO = 0.3943 hartree

ORCA input file:
```
! RIJCOSX wB97M-V def2-TZVPD def2/J DEFGRID3
* xyz 0 1
C -0.24812 1.57125 2.02207
C -0.50458 1.25560 0.55233
C -0.24252 -0.20679 0.17267
C -1.29741 -1.16323 0.73370
C -0.14819 -0.33932 -1.34366
C 0.19570 -1.69997 -1.86871
O 1.34189 -2.16178 -1.85211
H -0.31483 2.65262 2.20532
H 0.75843 1.24059 2.31994
H -0.97623 1.07963 2.68194
H 0.13944 1.90086 -0.06569
H -1.54542 1.51268 0.29137
H 0.72540 -0.49720 0.61476
H -2.24387 -1.05521 0.18041
H -1.49590 -0.95566 1.79362
H -0.97561 -2.20940 0.63933
H -1.08727 -0.00704 -1.82010
H 0.57816 0.11382 -2.13017
H -0.65694 -2.39032 -2.03135
O 2.68982 0.61844 -0.65849
H 2.68189 -0.38436 -0.96456
H 2.62616 1.12477 -1.47262
*
```

Atom charges from the Löwdin analysis, given in e for atoms 1 to 2: number 1, C, carries -0.106; number 2, C, carries -0.244

*x*
ORCA calculation (ωB97M-V with the def2-TZVPD basis set) on 3 unconnected molecules or ions with the total composition C6H14O2.

Properties
E_HOMO = -0.3067 Eh
LUMO = 0.81 eV
gap between HOMO and LUMO = 0.3364 hartree

ORCA input file:
```
! RIJCOSX wB97M-V def2-TZVPD def2/J DEFGRID3
* xyz 0 1
C -0.62612 3.16725 -1.99368
C -1.36215 3.00687 -0.89822
C -1.41254 1.80252 -0.02810
C -2.69251 1.70128 0.72996
C -0.45208 0.88645 -0.03043
C -0.41455 -0.44000 0.65052
H 0.12354 2.48351 -2.37427
H -0.70994 4.07166 -2.57249
H -1.99761 3.84026 -0.61577
H -3.53257 1.56688 0.03148
H -2.98227 2.65318 1.18669
H -2.85055 0.87778 1.42619
H 0.33494 1.01485 -0.76968
H -1.07339 -1.19494 0.20471
H -0.60334 -0.40890 1.72098
H 0.52451 -0.91428 0.44198
O 0.46862 -5.74877 -1.39940
H -0.10669 -6.34855 -0.91387
H 1.30672 -5.83162 -0.94239
O 5.68409 -1.89146 2.01352
H 5.85887 -2.80085 1.86419
H 6.51506 -1.49313 2.26807
*
```

Atom charges from the Löwdin analysis, given in e for atoms 1 to 2: number 1, C, carries 0.007; number 2, C, carries -0.146

*w* (0.0198 hartree below the next structure)